Record 1
{"formula": "C28H34Br6N4O10", "method": "ωB97M-V with the def2-TZVPD basis set", "homo_energy_ev": -7.7, "multiplicity": 1, "gap_ev": 7.5514, "lumo_ha": -0.0048, "e_tot_ev": -476278.9496, "elements": ["C", "Br", "Br", "Br", "H", "C", "Br", "Br", "Br", "H", "C", "C", "C", "C", "C", "C", "O", "O", "H", "H", "H", "H", "H", "H", "C", "C", "C", "C", "C", "C", "O", "O", "H", "H", "H", "H", "H", "H", "C", "C", "C", "C", "C", "C", "O", "O", "H", "H", "H", "H", "H", "H", "C", "C", "C", "C", "C", "C", "O", "O", "H", "H", "H", "H", "H", "H", "C", "O", "N", "N", "H", "H", "H", "H", "C", "O", "N", "N", "H", "H", "H", "H"], "positions_angstrom": [[16.87, 12.33, 4.76], [15.53, 12.54, 3.35], [18.60, 12.01, 4.03], [16.24, 11.02, 6.02], [16.81, 13.28, 5.27], [15.36, 10.48, 10.49], [14.99, 9.11, 9.16], [16.06, 9.74, 12.10], [13.71, 11.47, 10.84], [15.98, 11.24, 10.04], [16.26, 12.43, 15.27], [14.89, 12.32, 15.18], [14.14, 13.18, 15.98], [14.74, 14.05, 16.86], [16.12, 14.07, 17.02], [16.88, 13.22, 16.23], [18.25, 13.25, 16.20], [12.76, 13.22, 15.89], [16.90, 11.73, 14.74], [14.35, 11.66, 14.51], [14.15, 14.75, 17.45], [16.58, 14.80, 17.67], [18.60, 13.93, 16.79], [12.42, 12.39, 15.51], [17.04, 13.93, 11.31], [16.70, 14.32, 12.61], [15.62, 15.15, 12.81], [14.79, 15.51, 11.76], [15.13, 15.11, 10.47], [16.26, 14.35, 10.24], [16.56, 13.92, 8.98], [15.26, 15.49, 14.12], [17.87, 13.26, 11.11], [17.18, 13.96, 13.50], [13.91, 16.12, 11.88], [14.52, 15.41, 9.63], [16.47, 14.67, 8.36], [15.20, 14.69, 14.67], [11.95, 16.59, 15.42], [12.14, 17.89, 14.96], [11.13, 18.84, 15.16], [9.94, 18.47, 15.79], [9.78, 17.19, 16.30], [10.78, 16.23, 16.08], [10.51, 14.94, 16.48], [11.32, 20.12, 14.68], [12.80, 15.93, 15.44], [13.10, 18.30, 14.63], [9.15, 19.20, 15.95], [8.89, 16.88, 16.82], [11.25, 14.32, 16.29], [10.51, 20.62, 14.70], [18.38, 19.09, 18.06], [18.50, 18.37, 16.89], [17.42, 17.58, 16.47], [16.20, 17.74, 17.11], [16.05, 18.54, 18.23], [17.15, 19.25, 18.70], [17.00, 20.13, 19.76], [17.59, 16.74, 15.39], [19.25, 19.59, 18.49], [19.48, 18.32, 16.44], [15.39, 17.09, 16.77], [15.11, 18.52, 18.77], [17.88, 20.41, 20.04], [16.78, 16.71, 14.83], [13.46, 14.86, 5.05], [13.49, 15.99, 4.52], [14.23, 14.52, 6.17], [12.59, 13.85, 4.59], [14.79, 15.26, 6.56], [14.03, 13.73, 6.75], [12.15, 14.02, 3.70], [12.46, 12.94, 4.96], [17.74, 15.89, 5.59], [17.33, 15.76, 6.76], [16.91, 15.70, 4.49], [19.04, 16.25, 5.31], [15.93, 15.53, 4.64], [17.34, 15.85, 3.61], [19.64, 16.46, 6.08], [19.39, 16.32, 4.39]], "mulliken_charge": [0.628, -0.061, -0.048, -0.012, -0.505, 0.007, -0.080, -0.033, -0.069, 0.128, -0.698, -0.417, 0.422, -0.526, -0.125, 0.557, -0.577, -0.470, 0.256, 0.301, 0.487, 0.384, 0.325, 0.250, -0.622, 0.240, -0.376, -0.891, -0.289, 0.243, -0.372, 0.180, 0.499, 0.654, 0.520, 0.453, 0.144, -0.234, 0.189, -0.610, 0.684, -0.656, -0.584, 0.255, -0.584, -0.537, -0.003, 0.478, 0.256, 0.411, 0.395, 0.299, -0.415, -0.809, 0.010, 0.153, -0.694, 0.682, -0.531, -0.522, 0.243, 0.393, 0.450, 0.429, 0.288, 0.158, 0.516, -0.639, -0.221, -0.362, 0.177, 0.173, 0.223, 0.179, 0.583, -0.697, -0.199, -0.419, 0.041, 0.150, 0.238, 0.151]}

Record 2
{"formula": "C28H34CuF2NOPSb", "method": "ωB97M-V with the def2-TZVPD basis set", "charge": 1, "homo_energy_ev": [-10.8, -10.9], "multiplicity": 2, "relative_energy_kcal_mol": 0.00, "s2": 0.7547, "gap_ev": [7.8909, 6.7640], "lumo_ha": [-0.1061, -0.1511], "e_tot_ev": -99020.4708, "elements": ["Cu", "C", "C", "C", "C", "C", "O", "C", "N", "C", "C", "C", "C", "C", "C", "P", "C", "C", "C", "C", "C", "C", "C", "C", "C", "C", "C", "C", "H", "H", "H", "H", "H", "H", "H", "H", "H", "H", "H", "H", "H", "H", "H", "H", "H", "H", "H", "H", "H", "H", "H", "H", "C", "Sb", "C", "C", "H", "H", "H", "H", "H", "H", "H", "H", "H", "F", "C", "F", "H"], "positions_angstrom": [[0.34, -0.01, -0.08], [-0.70, -2.21, -3.11], [0.70, -1.60, -3.16], [1.63, -2.21, -2.11], [0.68, -0.08, -3.09], [0.03, 0.57, -4.30], [-0.91, 1.53, -3.73], [-0.90, 1.37, -2.41], [-0.10, 0.48, -1.94], [-1.80, 2.33, -1.70], [-2.60, 3.12, -2.53], [-3.43, 4.10, -2.02], [-3.47, 4.31, -0.65], [-2.68, 3.54, 0.18], [-1.85, 2.53, -0.31], [-0.89, 1.62, 0.96], [-2.13, 1.02, 2.13], [-3.44, 0.78, 1.72], [-4.37, 0.25, 2.61], [-4.00, -0.01, 3.93], [-2.69, 0.22, 4.34], [-1.76, 0.72, 3.44], [0.09, 2.91, 1.79], [-0.37, 3.66, 2.87], [0.41, 4.67, 3.41], [1.65, 4.95, 2.86], [2.12, 4.22, 1.78], [1.34, 3.20, 1.25], [-0.64, -3.30, -3.19], [-1.34, -1.86, -3.93], [-1.20, -1.97, -2.18], [1.14, -1.83, -4.14], [1.23, -2.11, -1.09], [2.62, -1.77, -2.13], [1.74, -3.29, -2.26], [1.71, 0.28, -2.97], [-0.54, -0.12, -4.91], [0.72, 1.13, -4.93], [-2.56, 2.97, -3.60], [-4.04, 4.69, -2.68], [-4.10, 5.08, -0.23], [-2.71, 3.71, 1.25], [-3.75, 0.99, 0.70], [-5.39, 0.07, 2.29], [-4.73, -0.40, 4.63], [-2.40, 0.01, 5.35], [-0.74, 0.88, 3.77], [-1.34, 3.44, 3.31], [0.05, 5.24, 4.25], [2.26, 5.74, 3.28], [3.09, 4.43, 1.35], [1.72, 2.63, 0.41], [-1.82, -2.84, 2.74], [-1.34, -2.37, 0.73], [-0.45, -4.24, 0.24], [-3.26, -2.78, -0.08], [-2.24, -3.84, 2.77], [-2.54, -2.12, 3.12], [-0.92, -2.80, 3.36], [-1.05, -5.04, 0.68], [0.56, -4.27, 0.63], [-0.43, -4.36, -0.84], [-3.64, -3.73, 0.32], [-3.20, -2.86, -1.17], [-3.95, -1.98, 0.18], [1.71, -1.81, 1.50], [1.58, -0.46, 1.39], [1.17, 0.01, 2.61], [2.56, -0.04, 1.17]], "lowdin_spin": [0.409, 0.000, 0.001, 0.011, 0.007, 0.002, 0.000, 0.000, 0.019, 0.000, 0.000, 0.000, 0.001, 0.004, 0.015, 0.081, 0.010, 0.010, -0.001, 0.010, -0.001, 0.009, 0.004, 0.003, 0.000, 0.002, 0.000, 0.001, 0.000, 0.000, 0.000, 0.000, 0.007, 0.000, 0.001, 0.001, 0.000, 0.000, 0.000, 0.000, 0.000, 0.000, 0.000, 0.000, 0.001, 0.000, 0.000, 0.000, 0.000, 0.000, 0.000, 0.000, 0.004, 0.017, 0.001, 0.006, 0.000, 0.000, 0.000, 0.000, 0.000, 0.000, 0.001, 0.000, 0.000, 0.062, 0.241, 0.030, 0.031]}

Record 3
{"formula": "C28H34InN11O7P3", "method": "ωB97M-V with the def2-TZVPD basis set", "charge": 1, "homo_energy_ev": -10.2, "multiplicity": 1, "relative_energy_kcal_mol": 16.92, "gap_ev": 8.3232, "lumo_ha": -0.0679, "e_tot_ev": -93354.9259, "elements": ["In", "C", "N", "C", "C", "N", "C", "P", "C", "N", "C", "C", "N", "C", "C", "N", "C", "C", "N", "C", "H", "H", "H", "H", "H", "H", "H", "H", "H", "H", "H", "H", "H", "H", "H", "N", "C", "C", "N", "C", "C", "N", "C", "C", "N", "H", "H", "H", "H", "H", "H", "C", "C", "O", "P", "O", "O", "O", "P", "O", "O", "O", "H", "H", "H", "H", "H", "H", "H", "C", "C", "C", "C", "C", "C", "C", "C", "N", "H", "H", "H", "H", "H", "H"], "positions_angstrom": [[-0.38, 0.30, 0.11], [-2.89, -1.15, 5.46], [-2.41, -0.27, 4.41], [-2.44, 1.09, 4.43], [-1.91, 1.50, 3.24], [-1.56, 0.42, 2.49], [-1.86, -0.64, 3.22], [-1.70, -2.36, 2.70], [0.05, -2.40, 2.26], [0.69, -1.42, 1.65], [1.97, -1.86, 1.46], [2.10, -3.11, 1.98], [0.88, -3.45, 2.48], [0.54, -4.73, 3.08], [-2.44, -2.17, 1.04], [-2.28, -1.16, 0.19], [-3.13, -1.41, -0.85], [-3.81, -2.57, -0.63], [-3.37, -3.04, 0.57], [-3.82, -4.27, 1.21], [-3.09, -0.54, 6.34], [-2.13, -1.89, 5.72], [-3.81, -1.65, 5.16], [-2.82, 1.63, 5.27], [-1.77, 2.50, 2.88], [2.71, -1.26, 0.96], [2.94, -3.79, 2.03], [1.43, -5.14, 3.56], [0.19, -5.43, 2.32], [-0.23, -4.59, 3.84], [-3.22, -0.74, -1.69], [-4.54, -3.08, -1.21], [-4.60, -4.70, 0.60], [-4.21, -4.06, 2.20], [-3.00, -4.98, 1.29], [-1.54, 4.80, -1.24], [-1.64, 5.48, -0.06], [-1.90, 4.54, 0.89], [-1.97, 3.30, 0.33], [-1.75, 3.48, -0.95], [-1.73, 2.42, -1.94], [-1.51, 1.14, -1.70], [-1.57, 0.50, -2.92], [-1.85, 1.40, -3.89], [-1.94, 2.62, -3.26], [-1.31, 5.21, -2.13], [-1.51, 6.55, 0.00], [-2.05, 4.70, 1.95], [-1.40, -0.56, -3.03], [-1.97, 1.29, -4.95], [-2.16, 3.49, -3.71], [2.72, -2.02, -4.11], [2.24, -1.41, -2.80], [3.23, -1.58, -1.77], [2.10, 0.41, -2.90], [1.49, 0.78, -4.31], [3.60, 0.91, -3.06], [1.32, 0.97, -1.79], [0.64, -2.16, -2.26], [1.18, -3.60, -1.73], [-0.27, -2.32, -3.41], [0.21, -1.45, -1.01], [3.66, -1.56, -4.41], [1.97, -1.91, -4.89], [2.91, -3.08, -3.97], [3.10, -2.46, -1.40], [2.11, 0.69, -5.05], [4.15, 0.71, -2.29], [0.95, -4.29, -2.37], [0.82, 1.73, 1.21], [1.99, 2.36, 0.56], [3.26, 1.80, 0.66], [4.35, 2.36, 0.01], [4.17, 3.50, -0.77], [2.91, 4.09, -0.85], [1.84, 3.53, -0.19], [5.28, 4.06, -1.49], [6.17, 4.51, -2.06], [0.11, 2.49, 1.53], [1.11, 1.13, 2.08], [3.41, 0.92, 1.28], [5.33, 1.92, 0.10], [2.79, 4.99, -1.44], [0.87, 3.99, -0.25]], "mulliken_charge": [2.475, -0.835, 0.154, -0.708, -0.477, 0.482, -0.487, -0.407, -0.035, 0.452, -0.545, -0.952, 0.161, -0.930, -0.024, 0.354, -0.764, -0.806, 0.212, -0.855, 0.322, 0.329, 0.309, 0.440, 0.260, 0.410, 0.496, 0.353, 0.304, 0.366, 0.720, 0.444, 0.333, 0.337, 0.304, 0.013, -0.732, -0.236, -0.168, 0.049, 0.248, 0.172, -0.616, -1.181, -0.101, 0.206, 0.459, 0.439, 0.777, 0.495, 0.199, -1.982, 1.478, -0.647, -0.251, -0.534, -0.616, 0.133, 0.110, -0.534, -0.934, -0.015, 0.453, 0.362, 0.428, 0.432, 0.353, 0.356, 0.408, -0.976, -0.260, -0.090, -1.469, 0.917, -1.096, 0.385, -0.175, -0.531, 0.511, 0.742, 0.498, 0.528, 0.491, 0.310]}